# 1
{"formula": "C4H22N2O5", "method": "ωB97M-V with the def2-TZVPD basis set", "total_charge": 0, "de_lowest_kj_mol": 135.3, "homo_ev": -9.5342, "lumo_ev": 0.3, "orbital_gap_ev": 9.81, "smiles": "NCCCCN.O.O.O.O.O", "species": ["C", "C", "C", "C", "N", "N", "H", "H", "H", "H", "H", "H", "H", "H", "H", "H", "H", "H", "H", "H", "O", "H", "H", "O", "H", "H", "O", "H", "H", "O", "H", "H", "O"], "positions_angstrom": [[-2.653, -0.489, 0.237], [-1.238, -1.008, 0.409], [-0.565, -1.099, 1.764], [-0.657, 0.329, 2.525], [0.043, 1.371, 1.585], [-3.449, -1.010, 1.313], [-2.666, 0.560, 0.205], [-3.191, -0.865, -0.638], [-1.324, -1.969, -0.054], [-0.519, -0.470, -0.272], [0.518, -1.289, 1.683], [-1.062, -1.732, 2.351], [-1.703, 0.650, 2.646], [-0.050, 0.308, 3.386], [-0.494, 2.320, 1.540], [0.060, 0.973, 0.705], [-3.070, -1.899, 1.708], [-3.268, -0.429, 2.149], [2.649, -2.091, -1.118], [2.228, -2.251, -2.493], [2.079, -2.699, -1.585], [1.778, 2.872, -0.205], [2.550, 2.682, 0.961], [2.509, 3.257, 0.246], [2.393, -0.088, 0.499], [2.731, 0.968, -0.601], [2.802, 0.088, -0.352], [-0.666, -0.551, -3.051], [0.036, -1.679, -2.301], [0.228, -0.818, -2.733], [-0.523, 1.665, -3.051], [0.208, 0.944, -1.953], [-0.379, 1.727, -2.075]], "forces_ev_per_angstrom": [[0.2062, -1.4646, 0.5638], [1.6283, 0.4484, -2.4651], [1.0214, 5.0609, -0.8960], [0.5876, 0.4447, -3.8286], [-1.6036, 1.8221, 3.2217], [-0.5537, -0.1815, 3.0942], [-0.3364, 1.5449, 0.1275], [0.8690, 0.1738, -0.5249], [0.5515, -1.1183, -0.0017], [-0.8181, -0.4401, 0.3510], [-0.5784, -0.4479, -0.0644], [-1.4297, -2.9770, 2.4823], [0.5115, -0.2947, 0.4787], [0.0770, -0.0632, 1.3301], [1.2680, -2.5361, 0.0542], [-0.2436, -0.4701, -2.2283], [-0.4763, 0.5365, -1.1491], [-0.6000, -0.0975, -0.5953], [0.2291, 0.3082, 0.9669], [-0.7081, -1.3981, 1.7622], [0.4146, 1.1447, -2.7431], [-1.2777, 0.0269, -1.0470], [0.4417, -1.3917, 2.5720], [0.6175, 1.4107, -1.5114], [-0.0877, 0.5928, -0.0089], [-0.2366, 2.6444, -0.2841], [0.3969, -3.2777, 0.3349], [0.9257, -0.2585, 0.2183], [0.5852, 0.5895, -0.1107], [-1.4400, -0.6883, -0.2322], [0.0869, 0.4974, 1.1395], [-0.4714, 0.5464, 0.0603], [0.4433, -0.6872, -1.0667]]}

---

# 2
{"formula": "C3H12O4", "method": "ωB97M-V with the def2-TZVPD basis set", "total_charge": 0, "de_lowest_kj_mol": 154.7, "homo_ev": -9.9548, "lumo_ev": 0.6, "orbital_gap_ev": 10.60, "smiles": "OCCCO.O.O", "species": ["C", "O", "C", "C", "O", "H", "H", "H", "H", "H", "H", "H", "H", "H", "H", "O", "H", "H", "O"], "positions_angstrom": [[-1.017, 1.258, -0.813], [-0.019, 2.161, -0.361], [-1.119, -0.073, 0.017], [0.316, -0.534, 0.337], [0.343, -1.726, 1.132], [-2.022, 1.682, -0.704], [-0.902, 1.108, -1.910], [0.798, 1.743, -0.636], [-1.543, 0.188, 1.002], [-1.723, -0.834, -0.436], [0.908, -0.940, -0.499], [0.848, 0.302, 0.804], [-0.530, -1.856, 1.510], [-1.188, -3.522, -1.275], [0.395, -3.522, -1.387], [-0.429, -3.714, -1.832], [1.433, 3.221, 2.271], [2.292, 2.989, 0.901], [1.568, 2.707, 1.480]], "forces_ev_per_angstrom": [[-1.3065, -0.6735, -0.5172], [-1.1984, -0.5702, -0.5568], [2.2248, 1.4296, 0.4477], [-0.1010, -1.2557, -0.4900], [-0.3323, 0.0185, 0.6579], [0.4227, 0.6250, -0.0192], [0.0449, -0.4070, 0.6086], [0.3465, 0.2453, 0.1553], [-0.1031, -0.0558, -0.3059], [-0.2663, -0.3173, -0.5177], [-0.3495, 1.0751, -0.5381], [-0.0376, -0.3560, 0.2379], [0.0395, 0.0264, 0.2259], [0.4688, 0.1055, 0.3188], [-0.1596, 0.1877, 0.5750], [-0.3008, -0.2682, -0.8369], [0.6144, 0.5848, -0.0416], [-0.2982, 0.5086, 0.9777], [0.2918, -0.9030, -0.3813]]}

---

# 3
{"formula": "C2H3NO3S", "method": "ωB97M-V with the def2-TZVPD basis set", "total_charge": 0, "de_lowest_kj_mol": 473.6, "homo_ev": -9.4954, "lumo_ev": -2.2, "orbital_gap_ev": 7.26, "species": ["C", "C", "H", "H", "H", "N", "O", "O", "O", "S"], "positions_angstrom": [[0.306, 0.565, -0.210], [-1.060, 0.217, -0.058], [0.840, -2.514, 0.386], [2.019, -0.117, -0.681], [-1.360, 1.963, 0.696], [1.138, -0.559, -0.748], [1.327, -1.436, 0.733], [0.698, 1.810, -0.232], [-1.932, 1.203, 0.417], [-1.976, -1.132, -0.303]], "forces_ev_per_angstrom": [[4.2147, 3.6623, -2.6154], [-6.5617, -0.2994, 1.8101], [2.1712, 5.2201, 1.4639], [1.8132, 0.2297, -0.2821], [-0.5796, -0.3162, -0.3744], [-1.6319, 0.1214, 4.7990], [-2.6779, -3.2178, -4.7664], [-1.7080, -6.0124, 0.5049], [2.9989, 0.5887, -0.0652], [1.9610, 0.0236, -0.4744]]}

---

Number 2 is which compound?
C3H12O4